Record 1
{
  "formula": "C5H33N2O12",
  "method": "wB97M-V/def2-TZVPD",
  "elements": ["O", "O", "O", "O", "O", "O", "O", "O", "O", "O", "O", "O", "N", "N", "C", "C", "C", "C", "C", "H", "H", "H", "H", "H", "H", "H", "H", "H", "H", "H", "H", "H", "H", "H", "H", "H", "H", "H", "H", "H", "H", "H", "H", "H", "H", "H", "H", "H", "H", "H", "H", "H"],
  "xyz": [[2.7334, 2.2695, -2.2737], [-2.6316, -0.8801, 2.0378], [-1.7529, -1.2573, -3.3742], [-0.7247, 0.8434, 3.0396], [-2.1581, 1.6653, 0.7905], [0.2680, 2.7353, -2.9686], [-1.8304, -3.1798, 0.8119], [-1.5086, 3.2498, -1.0161], [1.1379, -0.8860, 3.4928], [0.3612, 3.0607, 1.6376], [-0.9248, -4.3008, -1.3771], [1.1393, -2.9690, 1.3860], [3.8883, 0.2733, 0.1954], [-1.9678, -1.1029, -0.7826], [-0.6950, -1.0814, -2.8446], [0.2568, 0.2014, -0.7757], [1.6741, -0.0413, -0.7571], [2.5348, 0.2392, 0.2985], [-0.5462, -1.0137, -1.3491], [-1.7786, -2.7427, 1.6673], [2.0954, -0.5234, -1.6161], [2.2454, 0.5201, 1.3113], [2.0185, -0.5178, 3.4207], [-0.0531, 1.0143, -1.5346], [-3.0598, 1.8521, 1.0729], [4.3024, 0.2697, 1.1115], [-1.8818, -0.3320, 2.3143], [-0.1817, 2.7327, 0.9094], [0.9386, -2.2565, 2.0008], [0.5992, 2.0656, -3.5784], [-0.7432, -4.2815, -2.3174], [0.4288, 4.0214, 1.7172], [-0.7721, 3.0093, -1.6267], [-1.8424, -4.5994, -1.3417], [-0.2236, 0.5775, 0.1473], [1.0211, 3.2156, -2.5714], [-2.0109, 2.2806, -0.0477], [-2.5894, -1.2531, -1.5883], [4.4146, -0.3493, -0.4042], [-0.9555, -3.5903, 0.7349], [1.3500, -3.7399, 1.9280], [3.2024, 1.8485, -1.5557], [-2.0999, -1.9861, -0.2457], [-0.8728, 1.6671, 3.5160], [-0.0514, -1.9660, -1.0546], [0.2715, -1.0271, -3.4024], [-2.1148, -0.3166, -0.1016], [-1.2845, 4.1359, -0.6939], [-3.0713, -1.0822, 2.8726], [0.4438, -0.1636, 3.4871], [-0.4373, 1.1843, 2.1859], [3.4386, 2.5070, -2.8881]],
  "forces_ev_per_angstrom": [[0.4, -0.2, -0.1], [0.1, -0.3, 0.2], [0.1, 0.0, -0.1], [0.1, 0.2, 0.1], [0.3, 0.5, -1.8], [-0.4, 0.4, 0.5], [0.4, -0.4, 0.2], [1.0, 0.6, -0.4], [-0.6, -0.2, -0.6], [0.7, -0.7, 0.3], [-0.2, 0.3, -0.2], [-0.1, -0.1, -0.6], [-1.7, -1.4, 0.8], [1.4, 0.7, -0.1], [0.7, 0.0, -0.4], [-2.7, 0.8, -1.1], [0.3, -0.1, 0.2], [1.8, 0.5, 0.4], [-1.0, -1.4, 1.5], [-0.5, 0.3, 0.2], [0.3, -0.1, -0.5], [-0.7, 0.2, -0.5], [0.0, 0.3, 0.4], [1.2, -0.6, 0.9], [0.0, -0.2, 0.2], [0.6, 0.6, 0.3], [-0.3, 0.3, 0.3], [-0.3, 1.2, 0.0], [0.1, 0.2, 0.7], [0.2, 0.4, 0.1], [0.2, -0.3, -0.3], [-0.4, -0.3, -0.5], [-0.7, 0.1, -0.3], [0.0, -0.1, 0.2], [0.6, -0.5, -0.2], [-0.1, -0.7, -0.7], [-0.4, -0.9, 1.7], [-0.3, 1.1, 0.0], [-0.1, 0.2, -0.9], [0.0, -0.1, -0.3], [0.1, 0.1, 0.0], [0.3, 0.2, 0.3], [0.7, -0.5, 0.9], [-0.2, 0.1, 0.3], [-0.2, 0.4, -0.1], [-0.4, 0.1, -0.1], [-0.9, -0.4, -0.9], [-0.4, -0.1, -0.1], [-0.2, 0.0, -0.1], [1.0, -0.5, 0.2], [-0.2, 0.2, 0.0], [0.0, 0.2, -0.2]],
  "lowdin_spin": [0.012, 0.000, 0.001, 0.000, 0.000, 0.005, 0.000, 0.001, 0.000, 0.001, 0.000, 0.005, 0.257, 0.004, 0.000, 0.072, 0.382, 0.173, 0.025, 0.000, 0.010, 0.001, 0.000, 0.032, 0.000, 0.006, 0.000, 0.000, 0.000, 0.000, 0.000, 0.000, 0.000, 0.000, 0.001, 0.000, 0.000, 0.000, 0.008, 0.000, 0.000, 0.002, 0.000, 0.000, 0.000, 0.000, 0.000, 0.000, 0.000, 0.000, 0.000, 0.000],
  "e_above_lowest_kj_mol": 198.1,
  "multiplicity": 2,
  "total_charge": 2,
  "e_lumo_ev": [-6.80, -10.30],
  "fmax_ha_per_bohr": 0.05863
}



Record 2
{
  "formula": "C5H18F15O24S5Zn",
  "method": "wB97M-V/def2-TZVPD",
  "elements": ["Zn", "S", "S", "S", "S", "S", "F", "F", "F", "F", "F", "F", "F", "F", "F", "F", "F", "F", "F", "F", "F", "O", "O", "O", "O", "O", "O", "O", "O", "O", "O", "O", "O", "O", "O", "O", "O", "O", "O", "O", "O", "O", "O", "O", "O", "C", "C", "C", "C", "C", "H", "H", "H", "H", "H", "H", "H", "H", "H", "H", "H", "H", "H", "H", "H", "H", "H", "H"],
  "xyz": [[1.3726, 0.2466, -4.3497], [3.0345, 5.2611, -3.9694], [-0.8225, -4.1821, -5.7311], [0.8239, 6.9581, 3.6140], [-0.2567, -0.7908, 0.4514], [-4.3556, -5.7594, 5.8677], [0.3684, 4.7198, 4.7915], [-2.4168, -4.1334, 4.8582], [4.9976, 5.0963, -5.7714], [4.3011, 7.1072, -5.4601], [-2.7320, -0.7209, 1.4642], [0.9775, -4.5951, -7.6474], [-0.7225, -6.0151, -7.6336], [-2.0162, 1.2395, 1.0033], [-1.0116, -4.0289, -8.3764], [3.0904, 5.7489, -6.6179], [-1.3137, 0.2027, 2.7782], [-1.4713, 5.9126, 4.4898], [-4.0001, -3.0568, 5.5671], [-2.5318, -4.0007, 6.8882], [-0.0244, 6.4406, 6.0195], [-3.2465, 4.2377, -2.5402], [3.8446, -1.4193, -3.3048], [0.9114, 8.2597, 4.2831], [2.7717, -0.2674, 5.4465], [-4.7138, -5.9392, 4.4603], [-0.3173, -0.1472, -0.8704], [-5.5047, -5.5506, 6.7261], [1.7958, 5.9972, -4.0087], [-3.6006, -5.6773, -0.2414], [-3.4974, -6.8192, 6.3978], [3.9369, -3.4578, 2.9990], [1.0118, -0.5395, 1.1290], [-1.3345, 1.6870, -5.4318], [5.0509, 2.4375, 1.9986], [-0.0855, -2.9367, -5.5323], [2.8428, 3.7805, -4.0502], [-2.2727, -4.0158, -5.6734], [1.0923, -6.4984, -0.7714], [-5.1585, 2.6537, 4.2409], [3.9085, 5.6869, -2.8509], [2.1083, 6.2494, 3.4014], [0.1100, 7.0561, 2.3516], [-0.3156, -5.2626, -4.8682], [-0.6129, -2.2133, 0.3216], [3.8992, 5.8514, -5.5498], [-3.2642, -4.1466, 5.8246], [-0.1838, 5.9352, 4.8312], [-1.6464, 0.0304, 1.5097], [-0.3375, -4.7783, -7.4765], [4.2104, 1.9956, 1.8780], [-4.6928, 2.6448, 5.0771], [-1.8594, 1.4961, -6.2091], [-2.8882, -5.1612, -0.6188], [2.5094, -0.9961, 4.8840], [-4.4785, 2.8242, 3.5893], [5.7041, 1.7805, 1.7581], [4.5989, -0.9533, -2.9440], [1.1382, -5.6030, -0.4363], [3.9514, -2.3206, -3.0006], [-1.9042, 2.2273, -4.8843], [0.7768, -6.4025, -1.6700], [-2.5621, 4.8090, -2.1916], [-4.0513, 4.5452, -2.1230], [3.7335, -2.6318, 2.5600], [4.3649, -3.9878, 2.3266], [2.4366, -0.4999, 6.3125], [-3.4708, -5.6099, 0.7045]],
  "forces_ev_per_angstrom": [[-0.4, 0.0, 0.4], [-0.1, -0.5, 2.4], [-0.4, -0.6, 2.2], [2.0, 1.2, -1.5], [0.9, -1.1, -0.7], [-0.4, -1.7, -0.7], [-0.9, -0.5, 0.4], [1.9, -1.1, -2.7], [-0.2, 0.1, -0.2], [-0.1, 0.4, 0.1], [-0.1, -0.5, -0.1], [-0.2, -0.6, -0.5], [0.4, -1.1, -0.5], [0.8, -0.6, 0.2], [0.5, -0.1, -0.3], [0.2, -0.1, 0.2], [0.5, -0.1, -0.1], [-0.1, -0.4, 0.4], [-1.0, 0.5, 1.0], [0.3, 0.5, 2.5], [-0.4, 0.2, 1.5], [-0.1, -0.2, -0.3], [-0.3, 0.3, -0.3], [0.0, -0.9, 0.1], [0.2, 0.2, 0.0], [0.6, 0.7, 0.6], [-0.3, 0.1, 0.4], [0.2, 1.1, 0.2], [-0.1, 0.0, -0.6], [-0.2, -0.2, -0.2], [0.4, 1.0, -0.3], [0.1, -0.1, 0.3], [-1.1, 0.0, -0.1], [0.5, -0.2, 0.0], [0.2, 0.1, 0.0], [0.3, 0.1, -0.6], [0.8, 1.7, -0.5], [1.1, -0.3, -0.9], [0.3, -0.3, 0.1], [-0.3, 0.1, 0.0], [-0.6, -0.9, -2.2], [-1.6, 0.7, 1.1], [-0.7, -0.5, 0.4], [-0.2, 0.7, -1.2], [0.0, 1.6, 0.6], [0.0, -1.1, 0.6], [-2.1, -1.1, -0.6], [1.7, 0.3, -2.4], [-0.4, 0.6, -0.8], [-1.2, 2.2, 1.9], [-0.4, 0.0, 0.0], [0.1, -0.1, 0.2], [-0.1, -0.2, -0.2], [0.2, 0.2, -0.1], [-0.1, -0.2, -0.2], [0.2, 0.0, -0.2], [0.1, -0.1, 0.0], [0.1, 0.3, 0.1], [-0.1, 0.3, 0.1], [-0.2, -0.3, 0.0], [-0.1, 0.2, 0.4], [-0.2, 0.1, -0.3], [0.3, 0.1, 0.1], [-0.2, 0.0, 0.1], [-0.2, 0.3, -0.1], [0.0, -0.2, -0.1], [-0.1, 0.0, 0.2], [0.0, 0.0, 0.4]],
  "nbo_charge": [1.019, 2.273, 2.285, 2.253, 2.246, 2.293, -0.316, -0.323, -0.339, -0.316, -0.305, -0.325, -0.309, -0.328, -0.341, -0.330, -0.303, -0.318, -0.343, -0.329, -0.309, -0.945, -0.957, -0.954, -0.936, -1.001, -0.874, -1.005, -0.949, -0.950, -1.010, -0.937, -0.904, -0.960, -0.929, -1.007, -0.947, -0.954, -0.950, -0.942, -0.906, -0.898, -0.919, -0.972, -0.862, 0.713, 0.718, 0.721, 0.740, 0.718, 0.477, 0.468, 0.477, 0.471, 0.473, 0.474, 0.453, 0.480, 0.472, 0.487, 0.493, 0.477, 0.480, 0.466, 0.474, 0.462, 0.463, 0.478],
  "total_charge": -3,
  "e_lumo_ev": -2.02,
  "fmax_ha_per_bohr": 0.06791
}



Which formula does entry 1 have? C5H33N2O12